# C45H34CoN9O5

C45H34CoN9O5 as an isolated structure (ωB97M-V/def2-TZVPD, the Open Molecules 2025 dataset).

Each line ends with the Mulliken charge.
Positions of all 94 atoms, in Å:
Co (-0.320, -0.090, -0.720)  -0.447
O (-4.083, -2.123, -5.063)  -0.655
O (-0.890, 0.298, -2.508)  -0.363
O (-2.142, -1.486, -0.817)  -0.876
O (-4.653, -2.497, -2.172)  -0.666
O (-2.075, 0.036, -5.251)  -0.723
N (0.107, -1.015, 1.029)  1.325
N (2.264, 3.093, -1.929)  0.208
N (-1.902, 2.284, 3.761)  -0.603
N (1.825, -4.115, -2.165)  -0.659
N (0.174, 1.607, 2.059)  -0.123
N (0.614, -1.687, -1.474)  1.055
N (-0.834, -6.214, 5.842)  -0.695
N (0.057, 3.084, -1.240)  0.508
N (1.412, 1.242, -0.805)  1.438
C (1.504, -3.187, -3.084)  -0.989
C (5.054, -0.796, -1.068)  -0.934
C (0.319, -3.317, 1.751)  -1.133
C (0.010, -5.448, 3.739)  -0.524
C (0.449, -2.323, 0.795)  0.000
C (-2.624, 1.180, 0.433)  0.161
C (-0.101, 2.868, 2.343)  -0.229
C (-3.341, 3.432, 0.057)  -0.936
C (-0.289, -0.733, 2.291)  -0.113
C (-2.138, 3.721, -0.566)  2.093
C (-1.647, 1.027, 3.452)  -0.485
C (3.506, 0.546, 0.217)  1.366
C (-1.394, 1.415, -0.177)  0.434
C (-0.134, -3.047, 3.041)  0.487
C (-2.559, -1.292, -1.978)  1.126
C (-0.907, -3.888, 5.277)  -0.468
C (3.148, 1.265, 1.476)  -1.291
C (-1.915, 5.092, -1.155)  -1.731
C (2.666, 0.626, -0.905)  -1.770
C (2.183, 5.857, -5.061)  -0.688
C (0.912, -1.991, -2.736)  -0.554
C (1.508, -3.833, -0.924)  -0.560
C (1.084, 5.049, -4.833)  -1.074
C (3.337, 4.823, -3.207)  0.754
C (-1.122, 3.212, 3.208)  -0.736
C (3.302, 5.727, -4.257)  -0.734
C (-1.163, 2.713, -0.652)  -0.471
C (3.079, 0.060, -2.113)  0.685
C (1.213, 2.401, -1.335)  -0.948
C (-0.265, -6.434, 4.662)  -0.411
C (4.557, 4.708, -2.339)  -1.495
C (4.681, -0.180, 0.115)  -1.027
C (-1.129, -4.952, 6.126)  -0.397
C (-3.514, -1.587, -4.130)  0.462
C (2.215, 4.011, -2.976)  0.432
C (-0.584, 0.662, 2.621)  0.024
C (-3.712, -1.902, -2.669)  -0.192
C (-0.331, -4.108, 4.012)  1.057
C (-0.407, -1.680, 3.289)  -0.859
C (-2.431, -0.544, -4.232)  -0.430
C (0.880, -2.638, -0.537)  0.066
C (1.104, 4.118, -3.811)  -0.532
C (-1.884, -0.403, -2.887)  0.313
C (-3.583, 2.169, 0.563)  -1.348
C (4.259, -0.654, -2.192)  -1.033
H (0.209, 5.126, -5.458)  0.452
H (-0.016, -7.469, 4.457)  0.367
H (4.298, 4.826, -1.287)  0.289
H (-4.098, 4.200, 0.138)  0.328
H (0.493, -5.732, 2.817)  0.374
H (2.092, 1.112, 1.692)  0.230
H (0.080, 4.014, -1.632)  0.465
H (-1.727, 5.041, -2.229)  0.352
H (4.552, -1.101, -3.131)  0.469
H (5.035, 3.734, -2.461)  0.315
H (-1.333, 4.240, 3.471)  0.391
H (5.967, -1.371, -1.113)  0.421
H (4.168, 6.345, -4.446)  0.362
H (-1.076, 5.604, -0.681)  0.348
H (1.767, -4.589, -0.193)  0.533
H (-2.850, 0.191, 0.807)  0.756
H (-1.185, -2.896, 5.595)  0.302
H (5.281, 5.474, -2.607)  0.403
H (-1.574, -4.800, 7.102)  0.364
H (0.540, -4.328, 1.456)  0.371
H (3.757, 0.925, 2.310)  0.398
H (-0.698, -1.348, 4.271)  0.679
H (2.456, 0.180, -2.986)  0.691
H (2.175, 6.575, -5.868)  0.395
H (0.667, -1.260, -3.494)  0.790
H (1.732, -3.435, -4.111)  0.434
H (3.302, 2.339, 1.355)  0.248
H (-2.805, 5.701, -1.013)  0.406
H (3.164, 2.652, -1.782)  0.322
H (-4.529, 1.939, 1.033)  0.473
H (0.270, 3.443, -3.692)  0.760
H (0.515, 3.611, 1.852)  0.468
H (5.322, -0.260, 0.982)  0.441
H (-2.324, 0.287, 3.857)  0.516

Calculated values
DFT total energy: -3987.096697 a.u.
Lowest unoccupied orbital energy (spin up / spin down): 1.68 / 1.64 eV
Largest force on an atom: 2.2 eV/A
Gap between HOMO and LUMO (spin up / spin down): 4.917 / 5.873 eV
Total charge: -1
HOMO energy (spin up / spin down): -3.239 / -4.235 eV
Multiplicity: 4